15
Properties=species:S:1:pos:R:3:nbo_charge:R:1 method="wB97M-V/def2-TZVPD" e_lumo_ha=0.15197 homo_lumo_gap_ev=7.6 homo_ev=-3.43 charge=-1 e_above_lowest_kcal_mol=38.7 total_energy_ha=-345.37190
C 0.503 0.051 0.486 -0.5339
C 1.684 0.316 -0.462 -0.0436
O 1.158 0.582 -1.698 -0.7409
C -0.480 -1.099 0.175 0.0503
O -1.710 -0.947 0.537 -0.8493
H -0.243 0.939 0.321 0.2817
H 0.852 0.099 1.497 0.1786
H 2.333 1.073 -0.227 0.1618
H 2.173 -0.719 -0.450 0.1069
H 0.569 -0.230 -1.909 0.4679
H -0.338 -1.444 -0.959 0.0348
H -0.044 -2.065 0.779 0.0584
H -2.013 0.253 0.786 0.4869
H -2.536 1.812 0.319 0.4313
O -1.908 1.379 0.806 -1.0908